1.
{"formula": "C23H43N3O5S4", "method": "wB97M-V/def2-TZVPD", "elements": ["C", "C", "C", "C", "N", "C", "C", "C", "C", "S", "O", "O", "N", "S", "O", "O", "C", "C", "C", "C", "C", "C", "C", "C", "S", "S", "C", "C", "C", "H", "H", "H", "H", "H", "H", "H", "H", "H", "H", "H", "H", "H", "H", "H", "H", "H", "H", "H", "H", "H", "H", "H", "H", "H", "H", "H", "H", "H", "H", "H", "C", "C", "C", "O", "C", "N", "H", "H", "H", "H", "H", "H", "H", "H", "H", "H", "H", "H"], "coordinates": [[2.770, -1.912, -0.479], [1.908, -2.365, 0.830], [1.374, -3.881, 0.673], [0.284, -3.948, -0.544], [-0.807, -4.879, -0.140], [-1.720, -4.292, 0.877], [-2.755, -3.205, 0.302], [-4.302, -3.588, 0.485], [-5.279, -2.328, 0.622], [-5.329, -1.230, -0.866], [-3.986, -1.032, -1.537], [-6.247, -1.915, -1.878], [-6.034, 0.307, -0.561], [-4.824, 1.449, -0.122], [-5.542, 2.529, 0.690], [-4.311, 2.121, -1.371], [-3.500, 0.752, 0.974], [-2.019, 1.198, 0.604], [-1.097, 1.626, 1.805], [0.375, 2.046, 1.630], [0.992, 2.089, 0.190], [0.089, 1.666, -0.998], [-1.398, 1.217, -0.807], [-1.519, -5.469, -1.278], [-2.612, -6.729, -0.955], [-1.315, -5.005, -3.051], [-1.725, -3.212, -3.328], [-0.972, -2.565, -4.614], [-0.796, -0.989, -4.245], [2.274, -0.994, -0.955], [3.843, -1.692, -0.140], [2.745, -2.742, -1.262], [0.984, -1.685, 0.846], [2.535, -2.227, 1.771], [2.300, -4.515, 0.384], [0.981, -4.336, 1.643], [0.891, -4.314, -1.453], [-0.064, -2.864, -0.701], [-1.147, -3.796, 1.749], [-2.331, -5.138, 1.374], [-2.521, -2.209, 0.835], [-2.584, -3.011, -0.811], [-4.387, -4.185, 1.473], [-4.701, -4.305, -0.328], [-6.343, -2.749, 0.774], [-5.019, -1.786, 1.601], [-3.714, 1.157, 2.036], [-3.499, -0.386, 1.070], [-1.546, 1.596, 2.866], [0.957, 2.318, 2.578], [2.072, 2.433, 0.105], [0.553, 1.709, -2.042], [-2.025, 0.923, -1.712], [-2.863, -3.133, -3.431], [-1.324, -2.628, -2.421], [-1.675, -2.636, -5.522], [0.026, -3.067, -4.844], [-0.445, -0.366, -5.138], [-1.829, -0.588, -3.925], [-0.116, -0.890, -3.327], [5.404, 6.807, 2.550], [5.312, 6.136, 1.186], [4.041, 5.304, 0.991], [4.132, 4.087, 1.725], [3.571, 4.143, 3.039], [6.475, 5.198, 1.046], [5.630, 6.099, 3.350], [6.206, 7.553, 2.552], [4.474, 7.322, 2.794], [5.404, 6.887, 0.397], [3.975, 5.017, -0.064], [3.132, 5.866, 1.226], [2.785, 4.896, 3.127], [4.365, 4.347, 3.761], [3.151, 3.164, 3.273], [7.364, 5.597, 1.355], [6.578, 4.869, 0.081], [6.271, 4.356, 1.608]], "forces_ev_per_a": [[-0.6, -0.2, 0.6], [-0.5, -0.2, -0.8], [0.9, 0.3, -0.5], [1.9, 0.5, 1.3], [-0.5, 0.8, -3.0], [-1.4, 0.0, 1.4], [0.0, 0.5, -0.3], [0.1, -0.4, 0.3], [-0.1, -1.2, 1.4], [-1.4, 1.3, -5.8], [-1.4, -0.7, 2.6], [1.7, 1.2, 3.5], [3.3, -1.8, 1.6], [-3.7, 4.2, -2.0], [2.0, -3.3, -0.9], [0.3, -2.3, 2.6], [1.9, -0.1, 1.1], [3.5, 1.1, -0.2], [1.2, -0.1, -2.7], [-2.4, -1.0, -2.9], [-4.0, -1.2, 1.3], [-0.8, 0.1, 3.1], [1.9, 0.9, 2.7], [-1.1, -0.7, 1.7], [1.6, 1.6, -0.6], [0.2, -0.2, 0.6], [0.5, 1.0, 0.4], [-0.9, 0.7, 0.5], [-0.7, -0.6, 0.1], [1.0, -1.2, 0.7], [-1.5, -0.3, -0.8], [0.3, 1.1, 1.1], [1.3, -0.9, 0.4], [-1.0, -0.2, -1.2], [-1.5, 0.8, 0.4], [0.3, 0.8, -1.3], [-1.6, 0.5, 1.3], [0.2, -1.5, 0.0], [-0.5, -0.9, -1.7], [1.1, 1.2, -1.0], [-0.6, -1.4, -0.8], [-0.1, -0.2, 1.6], [0.0, 1.0, -1.4], [0.9, 1.3, 1.1], [1.5, 1.0, -0.6], [-0.3, -0.4, -1.7], [0.1, -0.5, -1.9], [-0.3, 1.6, -0.6], [0.8, 0.1, -1.9], [-0.8, -0.4, -1.7], [-1.6, -0.6, -0.2], [-0.9, -0.2, 1.6], [0.9, 0.5, 1.5], [1.7, 0.1, 0.3], [-1.0, -0.8, -1.3], [1.2, -0.1, 1.3], [-1.4, 0.6, 0.4], [-0.3, -0.9, 1.3], [1.5, -0.6, -0.5], [-0.8, 0.0, -1.5], [0.4, 0.2, 0.0], [-0.6, 0.6, 0.5], [0.3, -0.8, -0.4], [-0.2, 0.7, -0.2], [0.1, -0.3, 0.3], [0.1, -0.6, -0.2], [-0.2, 0.0, -0.1], [-0.1, 0.0, 0.0], [0.1, -0.1, -0.1], [0.0, -0.1, 0.0], [-0.1, 0.0, 0.1], [0.2, 0.1, 0.1], [0.1, 0.0, -0.1], [-0.1, 0.1, 0.1], [0.0, 0.1, -0.2], [-0.1, 0.1, 0.0], [0.1, 0.1, 0.1], [-0.2, 0.1, 0.0]], "e_homo_ev": -7.0, "orbital_gap_ev": 4.675}

=====

2.
{"formula": "C23H44AlCl6F3N4O8S", "method": "wB97M-V/def2-TZVPD", "elements": ["C", "C", "Cl", "C", "C", "C", "C", "C", "N", "C", "H", "H", "H", "H", "H", "H", "H", "H", "H", "H", "H", "H", "H", "H", "H", "H", "H", "F", "Al", "C", "Cl", "Cl", "Cl", "Cl", "C", "O", "N", "N", "H", "H", "H", "H", "Cl", "N", "O", "O", "O", "O", "S", "O", "O", "C", "C", "C", "H", "H", "H", "H", "H", "H", "H", "H", "C", "C", "O", "C", "C", "H", "H", "H", "H", "H", "H", "H", "H", "H", "H", "F", "C", "C", "C", "C", "C", "C", "H", "H", "H", "H", "H", "F"], "coordinates": [[2.701, 0.408, 1.526], [3.179, 0.242, 0.052], [3.113, -1.527, -0.315], [4.575, 0.829, -0.266], [4.981, 2.036, 0.596], [4.018, 3.253, 0.334], [4.407, 4.384, 1.357], [5.885, 4.331, 1.841], [6.834, 3.781, 0.831], [6.390, 2.498, 0.181], [3.552, 0.239, 2.207], [1.875, -0.292, 1.728], [2.271, 1.419, 1.658], [2.422, 0.741, -0.580], [4.643, 1.079, -1.364], [5.322, 0.029, -0.110], [4.947, 1.816, 1.678], [2.960, 2.987, 0.424], [4.256, 3.601, -0.689], [3.792, 4.207, 2.260], [4.145, 5.393, 1.003], [6.199, 5.379, 2.021], [5.976, 3.844, 2.824], [7.112, 4.485, 0.075], [7.701, 3.566, 1.338], [7.106, 1.672, 0.343], [6.404, 2.678, -0.915], [5.478, 0.180, -2.754], [8.734, 4.756, -0.526], [0.281, -2.398, -2.914], [0.614, -4.122, -3.224], [-0.111, -2.195, -1.207], [1.699, -1.432, -3.324], [-1.094, -1.881, -3.899], [-1.087, -4.014, 2.617], [-0.190, -3.226, 2.883], [-1.710, -4.765, 3.572], [-1.539, -4.209, 1.349], [-2.446, -5.416, 3.374], [-1.404, -4.649, 4.524], [-1.106, -3.682, 0.620], [-2.274, -4.848, 1.103], [11.027, 5.810, -0.960], [-2.258, -6.828, -1.134], [-2.755, -7.395, -2.104], [-1.028, -6.805, -1.002], [-2.980, -6.276, -0.296], [-3.247, -7.107, 7.632], [-2.857, -5.736, 7.505], [-1.692, -5.350, 6.763], [-2.784, -5.077, 8.960], [-1.940, -5.701, 9.943], [-0.468, -5.435, 9.687], [-4.230, -4.803, 6.906], [-2.145, -6.772, 9.993], [-2.222, -5.273, 10.905], [-0.136, -5.910, 8.764], [0.139, -5.826, 10.504], [-0.283, -4.365, 9.584], [-5.112, -5.061, 7.485], [-4.373, -5.069, 5.860], [-3.999, -3.744, 6.991], [-0.307, 1.823, -2.508], [-1.813, 1.997, -2.605], [-2.253, 3.320, -2.353], [-1.755, 4.322, -3.221], [-2.116, 4.099, -4.680], [0.051, 2.135, -1.524], [-0.035, 0.779, -2.666], [0.222, 2.420, -3.253], [-2.291, 1.368, -1.853], [-2.183, 1.652, -3.577], [-0.671, 4.426, -3.099], [-2.196, 5.262, -2.885], [-1.685, 3.178, -5.072], [-1.749, 4.926, -5.291], [-3.199, 4.032, -4.799], [-4.097, 2.300, -6.933], [-5.282, 2.856, -7.244], [-6.409, 2.058, -7.299], [-7.631, 2.635, -7.614], [-7.709, 3.996, -7.880], [-6.567, 4.783, -7.825], [-5.344, 4.212, -7.500], [-6.326, 0.998, -7.096], [-8.522, 2.022, -7.654], [-8.663, 4.443, -8.131], [-6.627, 5.843, -8.037], [-4.444, 4.810, -7.444], [2.333, -5.144, -4.174]], "forces_ev_per_a": [[0.0, 0.1, -0.6], [-0.6, 0.5, 0.7], [0.4, 0.5, 0.0], [0.4, -0.4, 0.0], [-1.2, 1.1, -0.4], [1.7, 0.3, 0.4], [-0.6, -0.7, 0.2], [-1.0, 1.7, 0.4], [-1.1, -1.2, 1.7], [-0.4, -1.4, -1.2], [-0.6, 0.0, 0.0], [0.5, 0.1, 0.0], [0.4, -0.3, 0.2], [0.3, -0.5, 0.0], [0.2, -0.5, 0.7], [-0.3, 0.3, -0.2], [0.2, -0.1, -0.4], [0.4, 0.1, -0.1], [-0.5, -0.2, 0.3], [0.3, 0.2, -0.3], [0.2, -0.4, 0.0], [0.1, -0.5, -0.1], [0.2, -0.3, -0.7], [-1.7, -0.7, 1.3], [-0.1, 0.3, -0.1], [-0.1, 0.6, 0.2], [-0.1, -0.2, 0.5], [0.0, 0.3, 0.0], [5.7, 2.4, -2.7], [0.3, 1.1, -0.1], [0.7, -1.1, -0.3], [0.0, -0.2, -0.2], [-0.1, -0.4, -0.1], [0.1, -0.2, 0.0], [0.0, 0.0, -0.2], [0.0, 0.0, 0.0], [0.0, 0.1, 0.4], [-0.2, 0.1, 0.1], [0.1, 0.0, -0.1], [0.0, -0.1, 0.0], [0.1, 0.0, -0.1], [0.1, -0.1, -0.1], [-2.4, -1.1, 0.5], [-0.3, 0.1, 0.0], [0.2, 0.0, 0.0], [0.1, 0.1, -0.1], [0.1, 0.0, -0.1], [0.4, 0.0, -0.1], [-0.5, 0.6, 0.2], [0.0, -0.4, 0.0], [-0.2, 0.0, -0.3], [0.6, -0.3, 0.5], [0.1, 0.0, -0.3], [0.0, 0.1, 0.1], [-0.1, 0.0, -0.2], [-0.3, 0.1, -0.2], [0.0, 0.0, 0.0], [-0.1, 0.0, 0.1], [0.0, 0.0, 0.1], [0.0, 0.0, 0.0], [0.1, -0.1, 0.0], [0.0, 0.0, 0.0], [0.1, 0.2, 0.0], [0.1, -0.1, -0.1], [-0.1, 0.1, 0.2], [0.0, 0.0, -0.1], [0.0, -0.1, 0.0], [0.0, 0.0, 0.0], [0.0, 0.0, 0.0], [0.0, -0.1, -0.1], [-0.1, 0.1, 0.0], [0.1, 0.0, 0.0], [0.0, 0.0, -0.1], [-0.1, -0.1, 0.1], [0.0, 0.0, 0.0], [0.0, 0.0, 0.0], [0.0, 0.0, 0.0], [0.1, 0.0, 0.0], [-0.4, 0.2, -0.1], [0.0, -0.3, 0.1], [0.1, 0.2, 0.0], [-0.1, 0.0, 0.0], [-0.1, -0.2, 0.0], [0.2, 0.1, 0.0], [0.0, 0.0, 0.0], [0.0, 0.0, 0.0], [0.0, 0.0, 0.0], [0.0, 0.0, 0.0], [0.0, 0.0, 0.0], [-1.0, 0.8, 0.6]], "e_homo_ev": -8.1, "orbital_gap_ev": 1.904}

=====

3.
{"formula": "C23H44F3N4O7SSn", "method": "wB97M-V/def2-TZVPD", "elements": ["C", "O", "C", "C", "N", "H", "H", "C", "C", "O", "C", "H", "H", "H", "H", "H", "H", "H", "H", "H", "H", "H", "H", "H", "H", "Sn", "C", "C", "O", "O", "H", "H", "H", "C", "F", "F", "F", "S", "O", "O", "O", "C", "C", "N", "C", "C", "C", "C", "H", "H", "H", "H", "H", "H", "H", "H", "H", "H", "H", "H", "H", "H", "H", "N", "C", "C", "C", "C", "H", "H", "H", "H", "H", "N", "C", "C", "C", "C", "H", "H", "H", "H", "H"], "coordinates": [[2.196, -3.445, 1.830], [0.930, -4.067, 1.875], [0.294, -4.035, 3.129], [-0.183, -2.675, 3.562], [-0.788, -1.931, 2.407], [-1.053, -0.975, 2.647], [-0.140, -1.715, 1.639], [-1.934, -2.544, 1.650], [-3.233, -2.597, 2.441], [-3.073, -3.588, 3.441], [-4.186, -3.828, 4.265], [2.483, -3.415, 0.782], [2.961, -4.070, 2.310], [2.229, -2.490, 2.361], [0.947, -4.539, 3.857], [-0.495, -4.790, 3.173], [0.556, -1.993, 3.986], [-0.912, -2.777, 4.363], [-1.658, -3.529, 1.281], [-2.054, -1.920, 0.763], [-4.070, -2.792, 1.766], [-3.410, -1.671, 3.003], [-3.789, -4.209, 5.205], [-4.821, -4.604, 3.826], [-4.836, -2.978, 4.495], [0.607, 4.668, 0.460], [1.370, 3.435, -3.939], [0.797, 4.083, -2.697], [-0.311, 3.684, -2.287], [1.388, 5.109, -2.251], [0.569, 3.199, -4.638], [1.850, 2.477, -3.740], [2.055, 4.110, -4.446], [2.183, -0.187, -1.393], [3.281, -0.113, -0.624], [2.486, 0.413, -2.536], [1.867, -1.449, -1.638], [0.763, 0.581, -0.423], [-0.411, 0.583, -1.258], [0.604, -0.272, 0.755], [1.181, 1.924, -0.032], [-0.342, 0.341, -4.470], [-1.628, -0.193, -5.071], [-2.664, -0.565, -4.090], [-3.843, -1.104, -4.787], [-4.692, 0.029, -5.343], [-2.189, -1.631, -3.199], [-3.055, -1.838, -1.943], [-0.507, 1.098, -3.702], [0.169, 0.783, -5.327], [0.298, -0.381, -3.962], [-2.034, 0.595, -5.706], [-1.482, -1.079, -5.710], [-3.455, -1.750, -5.590], [-4.453, -1.704, -4.118], [-4.252, 0.602, -6.157], [-5.692, -0.313, -5.620], [-4.910, 0.751, -4.552], [-1.199, -1.395, -2.809], [-2.141, -2.565, -3.778], [-3.019, -0.980, -1.270], [-2.607, -2.671, -1.392], [-4.083, -2.091, -2.194], [3.874, 3.828, 1.824], [4.011, 5.161, 2.022], [3.933, 5.790, 0.818], [3.860, 4.796, -0.213], [3.679, 3.583, 0.488], [3.823, 3.104, 2.526], [4.150, 5.628, 2.984], [4.151, 6.830, 0.634], [3.898, 4.931, -1.281], [3.640, 2.590, 0.073], [3.004, 2.055, 5.078], [3.635, 0.964, 4.550], [2.906, 0.502, 3.476], [1.753, 1.360, 3.388], [1.870, 2.310, 4.353], [3.334, 2.643, 5.822], [4.637, 0.751, 4.887], [3.051, -0.303, 2.776], [1.002, 1.261, 2.620], [1.325, 3.209, 4.595]], "forces_ev_per_a": [[0.7, -0.7, 0.3], [-0.8, 0.3, -0.2], [0.8, -1.5, 0.4], [-0.1, 0.7, 0.4], [-0.6, -0.2, -0.7], [-0.1, -0.1, 0.5], [0.9, -0.2, 0.2], [-0.8, 0.1, 0.0], [0.6, -0.1, 0.8], [0.3, 0.1, -0.4], [-0.5, -0.8, 0.4], [-0.1, 0.6, 0.0], [-0.2, -0.1, 0.2], [-0.1, 0.3, -0.4], [0.3, 0.9, 0.4], [-0.5, 0.5, -0.8], [0.4, -0.2, -0.3], [-0.3, -0.1, -0.3], [0.2, 0.0, 0.3], [-0.1, 0.1, 0.1], [0.0, -0.1, 0.0], [-0.1, 0.4, -0.5], [-0.1, 0.0, 0.0], [0.0, 0.0, 0.0], [0.4, 0.3, -0.2], [1.6, -1.4, -3.7], [0.0, 0.0, -0.6], [-1.1, 0.4, -0.9], [0.3, -0.2, 1.6], [0.6, -0.1, 2.3], [-0.1, 0.1, 0.2], [0.1, 0.2, 0.3], [0.2, -0.1, 0.2], [0.0, 0.5, 0.6], [-0.1, -0.3, 0.1], [-0.5, 0.1, 0.0], [0.1, -0.1, 0.1], [-2.4, 0.4, -0.1], [0.9, -0.4, -0.2], [0.7, -0.5, 0.0], [0.8, 1.0, 0.2], [0.1, 0.1, -0.1], [-0.8, -0.4, 0.7], [-0.1, -0.5, 0.7], [0.5, 1.1, -0.6], [-0.8, 0.3, 0.4], [-0.1, 0.4, 0.4], [0.4, -0.2, -0.3], [-0.4, 0.2, -0.3], [0.5, 0.0, 0.3], [0.0, -0.3, -0.4], [-0.1, -0.1, 0.0], [0.5, 0.1, -0.2], [-0.4, -0.2, -0.1], [0.1, 0.0, 0.1], [0.1, -0.3, -0.1], [0.2, -0.2, -0.4], [0.3, 0.0, 0.1], [0.1, 0.1, -0.3], [0.2, -0.2, 0.2], [-0.1, 0.2, -0.3], [-0.2, -0.2, 0.0], [-0.1, 0.0, 0.2], [-0.6, -0.5, -0.3], [-0.2, 0.4, 0.7], [0.8, 0.5, -1.3], [-1.5, -0.7, 1.6], [0.7, 0.6, -0.9], [0.0, 0.1, 0.1], [0.0, -0.3, 0.1], [-0.2, 0.1, 0.2], [-0.2, 0.0, 0.0], [-0.1, -0.1, 0.3], [-0.2, 0.0, -0.6], [0.8, 0.0, -0.3], [-0.9, 0.7, 0.3], [0.3, -0.4, -0.5], [-0.1, 0.6, 0.6], [0.1, -0.2, 0.1], [-0.1, -0.4, 0.1], [0.5, -0.1, 0.2], [-0.1, 0.1, 0.1], [-0.4, -0.2, -0.1]], "e_homo_ev": -9.7, "orbital_gap_ev": 5.090, "charge": 1}